{"formula": "C3H6OS2", "method": "the ωB97M-V functional and the def2-TZVPD basis", "elements": ["C", "C", "C", "O", "S", "S", "H", "H", "H", "H", "H", "H"], "xyz": [[-0.55, 0.58, -0.39], [0.23, -0.63, -0.17], [1.59, -0.86, -0.78], [0.05, 1.59, -0.74], [-2.25, 0.38, -0.15], [-0.35, -1.87, 0.75], [-1.24, 1.78, 1.64], [1.34, -0.57, -1.84], [2.10, -1.80, -0.42], [2.36, -0.07, -0.49], [-2.17, -0.87, 0.32], [-1.12, 2.35, 2.28]], "gap_ev": 7.62, "energy_ha": -989.4248, "relative_energy_kcal_mol": 65.12}